{"formula": "C13H26N2O4S", "method": "ωB97M-V with the def2-TZVPD basis set", "symbols": ["C", "C", "O", "C", "O", "C", "C", "N", "C", "O", "C", "O", "C", "N", "C", "C", "S", "C", "C", "C", "H", "H", "H", "H", "H", "H", "H", "H", "H", "H", "H", "H", "H", "H", "H", "H", "H", "H", "H", "H", "H", "H", "H", "H", "H", "H"], "coordinates": [[-2.416, 3.810, 0.470], [-0.892, 4.113, 0.190], [-0.266, 3.140, -0.647], [-0.084, 3.234, -1.999], [-0.721, 4.020, -2.683], [0.952, 2.263, -2.754], [1.015, 2.377, -4.264], [0.702, 0.801, -2.466], [1.509, -0.040, -1.747], [2.680, 0.289, -1.345], [1.144, -1.499, -1.509], [1.917, -2.095, -0.551], [-0.300, -1.682, -1.146], [-1.172, -1.333, -2.304], [-0.951, -0.800, 0.081], [-0.293, -1.152, 1.408], [-0.648, -2.806, 2.050], [0.015, -2.680, 3.713], [-0.571, -3.952, 4.527], [1.487, -2.591, 3.754], [-2.490, 2.780, 0.707], [-2.892, 4.457, 1.260], [-3.017, 3.981, -0.359], [-0.744, 5.148, -0.239], [-0.289, 4.339, 1.124], [1.900, 2.691, -2.453], [1.922, 1.798, -4.531], [0.134, 1.957, -4.715], [1.158, 3.399, -4.605], [-0.291, 0.451, -2.528], [1.546, -2.045, -2.421], [2.817, -1.694, -0.665], [-0.563, -2.729, -0.968], [-0.735, -1.624, -3.164], [-2.090, -1.772, -2.263], [-0.815, 0.194, -0.108], [-2.062, -0.933, 0.026], [0.801, -1.085, 1.196], [-0.614, -0.595, 2.272], [-0.317, -1.856, 4.386], [-0.441, -3.948, 5.573], [-1.638, -3.987, 4.317], [-0.033, -4.883, 4.151], [1.685, -1.581, 3.445], [2.069, -3.158, 3.096], [1.894, -2.725, 4.688]], "lowdin_charge": [-0.045, -0.208, -0.029, -0.360, 0.096, -0.217, -0.052, 0.117, -0.359, 0.007, -0.335, -0.023, -0.282, 0.011, -0.162, -0.474, 0.900, -0.707, -0.122, -0.150, 0.050, 0.096, 0.040, 0.125, 0.130, 0.143, 0.099, 0.077, 0.083, 0.132, 0.182, 0.124, 0.132, 0.075, 0.090, 0.054, 0.123, 0.082, 0.065, 0.116, 0.043, 0.048, 0.092, 0.071, 0.066, 0.056], "e_above_lowest_kcal_mol": 55.85, "smiles": "CCOC(=O)[C@H](C)NC(=O)[C@@H](O)[C@H](N)CCSC(C)C", "e_tot_ev": -35906.5250, "multiplicity": 1, "homo_ev": -8.29, "homo_lumo_gap_ev": 8.96}


{"formula": "C2H2O3", "method": "ωB97M-V with the def2-TZVPD basis set", "symbols": ["C", "C", "O", "O", "O", "H", "H"], "coordinates": [[1.633, 0.280, 0.152], [-0.619, -0.387, 0.280], [2.255, -0.635, 0.060], [1.242, 1.351, 0.200], [-1.198, -0.512, -0.868], [-1.216, 0.262, 0.995], [-2.096, -0.359, -0.819]], "lowdin_charge": [-0.605, 0.033, 0.229, 0.171, 0.050, 0.058, 0.064], "e_above_lowest_kcal_mol": 64.45, "e_tot_ev": -8245.8020, "multiplicity": 1, "homo_ev": -9.19, "homo_lumo_gap_ev": 9.41}